50
Properties=species:S:1:pos:R:3:nbo_charge:R:1 method="wB97M-V/def2-TZVPD" homo_lumo_gap_ev=8.7493 energy_ha=-1695.58299 smiles=O[C@@H](COCc1cccs1)CN1CCN(c2cccc(C(F)(F)F)c2)CC1 total_charge=0 mol_weight_g_mol=400.47 de_lowest_kj_mol=0.0 lumo_energy_ev=0.665
O -0.309 4.148 -0.593 -0.727
C 0.468 3.676 -1.668 0.080
C 1.745 2.999 -1.148 -0.110
O 2.281 3.801 -0.111 -0.551
C 3.105 3.090 0.788 -0.089
C 2.372 2.042 1.567 -0.237
C 2.664 0.717 1.689 -0.249
C 1.752 0.022 2.517 -0.266
C 0.775 0.830 3.001 -0.408
S 0.946 2.454 2.464 0.437
C -0.361 2.696 -2.516 -0.224
N -0.413 1.382 -1.911 -0.462
C -0.737 0.297 -2.810 -0.217
C -0.426 -1.018 -2.095 -0.208
N -1.183 -1.129 -0.861 -0.438
C -1.324 -2.376 -0.283 0.193
C -1.757 -3.473 -1.045 -0.225
C -1.959 -4.710 -0.473 -0.194
C -1.742 -4.916 0.881 -0.238
C -1.315 -3.840 1.642 -0.063
C -1.040 -3.982 3.109 0.965
F -1.189 -5.230 3.572 -0.321
F 0.219 -3.610 3.427 -0.333
F -1.844 -3.201 3.860 -0.329
C -1.107 -2.589 1.082 -0.280
C -0.975 0.015 0.003 -0.219
C -1.287 1.299 -0.757 -0.238
H 0.313 4.481 0.070 0.487
H 0.749 4.534 -2.301 0.162
H 1.484 2.007 -0.765 0.206
H 2.474 2.885 -1.961 0.174
H 3.505 3.856 1.461 0.207
H 3.942 2.618 0.253 0.183
H 3.507 0.251 1.211 0.225
H 1.824 -1.028 2.737 0.235
H -0.044 0.574 3.643 0.240
H 0.120 2.600 -3.492 0.202
H -1.360 3.136 -2.658 0.188
H -0.117 0.369 -3.706 0.201
H -1.799 0.311 -3.113 0.168
H -0.655 -1.856 -2.751 0.207
H 0.653 -1.035 -1.871 0.178
H -1.958 -3.344 -2.097 0.212
H -2.299 -5.530 -1.087 0.216
H -1.898 -5.883 1.331 0.228
H -0.752 -1.796 1.719 0.228
H -1.651 -0.057 0.857 0.211
H 0.064 0.056 0.363 0.187
H -1.113 2.160 -0.114 0.244
H -2.348 1.297 -1.060 0.168